1.
The following is a quantum chemistry calculation of an isolated ion of composition C6H10ClN2 and charge +1 at a distorted geometry, from the Open Molecules 2025 dataset.

XYZ file:
```
19
Properties=species:S:1:pos:R:3:forces:R:3
C 1.907 -1.403 1.948 3.7 -0.2 1.8
C 2.531 -0.325 1.370 -1.9 -0.7 0.1
C 0.339 -0.761 0.485 4.1 3.4 0.0
C -0.456 -0.101 -1.731 -1.1 0.8 1.5
C -1.827 0.661 0.425 2.3 -3.7 0.6
C -0.924 -0.516 -0.291 0.1 2.2 0.7
N 0.708 -1.635 1.412 -0.8 1.0 -1.2
N 1.657 0.169 0.474 -4.5 -2.2 -0.9
Cl -0.116 -2.993 1.882 -0.9 -0.6 0.1
H 2.330 -2.090 2.695 -0.4 0.5 -0.5
H 3.445 0.195 1.548 0.5 -0.2 0.3
H 0.201 0.765 -1.742 0.0 0.4 0.6
H -1.272 0.221 -2.398 0.3 -1.1 0.1
H 0.198 -0.889 -1.933 0.5 -1.4 -1.9
H -2.799 0.423 0.120 -1.5 0.5 -0.6
H -1.412 1.606 0.276 0.2 1.5 -0.8
H -1.755 0.454 1.486 -0.3 0.1 0.4
H -1.503 -1.451 -0.209 0.2 0.3 -0.5
H 1.841 0.962 -0.153 -0.5 -0.7 0.4
```
Forces are in eV/Å.

Output
Relative energy (zero: lowest compared OMol25 entry of this formula, charge and spin) = 62.6 kcal/mol
Kohn-Sham gap = 9.80 eV
Charge = +1
E = -21877.7672 eV
E_LUMO = -0.140 Ha
SMILES = CC(C)c1[nH+]ccn1Cl
HOMO level = -13.62 eV

Okay, here come the Mulliken numbers, in e, for every atom:
1. C -0.36
2. C -0.25
3. C -0.06
4. C -1.43
5. C -1.30
6. C 0.41
7. N 0.09
8. N -0.05
9. Cl 0.11
10. H 0.39
11. H 0.46
12. H 0.33
13. H 0.38
14. H 0.47
15. H 0.42
16. H 0.37
17. H 0.39
18. H 0.39
19. H 0.25



2.
The following is a quantum chemistry calculation of C37H25CrN2O3 as an isolated structure at a distorted geometry, from the Open Molecules 2025 dataset.

XYZ file:
```
68
Properties=species:S:1:pos:R:3:forces:R:3
O -1.536 -5.950 2.275 -0.6 4.5 -1.8
C -1.713 -4.918 1.747 0.8 -8.7 2.1
Cr -1.894 -3.078 1.276 -0.9 1.6 2.8
C -0.327 -2.921 2.302 5.7 0.4 3.8
O 0.606 -2.886 3.016 -3.8 -0.1 -2.9
C -2.739 -2.984 2.980 -1.9 -0.4 6.4
O -3.074 -3.092 4.104 1.3 0.7 -5.2
C -3.503 -3.057 -0.179 -1.3 -0.6 -1.3
C -2.365 -3.628 -0.769 -0.2 0.6 -1.3
C -1.137 -2.933 -0.712 0.7 -0.5 -1.3
C -1.051 -1.650 -0.129 1.2 1.5 -0.8
C 0.231 -0.933 0.002 2.1 0.8 0.3
C 1.332 -0.402 0.214 -4.0 -3.1 0.1
C 2.671 -0.024 0.590 -0.5 1.7 -1.3
C 2.836 0.433 1.980 -1.0 -0.2 2.0
C 1.682 0.546 2.797 -0.1 -0.1 0.0
C 1.752 1.043 4.098 0.1 -0.2 0.3
C 3.009 1.368 4.647 -0.4 0.0 -0.3
C 4.165 1.167 3.881 -0.4 0.1 0.8
C 4.068 0.720 2.580 0.5 0.0 -0.6
C 3.728 -0.819 -0.034 0.7 -3.1 -0.4
C 3.494 -1.437 -1.284 1.0 0.0 -0.6
C 4.571 -1.876 -2.081 -0.4 -0.5 0.3
C 5.869 -1.929 -1.536 0.0 0.5 -0.6
C 6.047 -1.583 -0.193 -0.5 -0.7 0.1
C 4.929 -1.215 0.586 0.8 0.4 -0.6
C -2.201 -1.125 0.485 0.1 1.6 -0.3
C -3.432 -1.806 0.435 -0.3 0.4 -0.1
H -4.463 -3.600 -0.210 0.6 0.4 0.1
H -2.416 -4.601 -1.239 0.0 0.0 0.1
H -0.241 -3.394 -1.134 -0.3 0.2 0.1
H 0.699 0.212 2.417 0.7 0.4 0.2
H 0.824 1.110 4.712 0.9 0.0 -0.6
H 3.077 1.760 5.665 0.0 -0.2 -0.3
H 5.153 1.313 4.330 -0.4 0.1 -0.2
H 5.004 0.573 2.039 -0.5 0.4 0.2
H 2.466 -1.649 -1.591 0.3 0.5 -0.2
H 4.361 -2.242 -3.105 0.2 0.1 0.8
H 6.716 -2.287 -2.163 -0.7 0.4 0.6
H 7.040 -1.679 0.272 -0.7 -0.2 -0.1
H 5.000 -1.306 1.661 0.2 0.6 -0.1
H -2.119 -0.176 1.018 -0.1 -0.3 -0.2
H -4.312 -1.358 0.890 0.2 -0.2 0.0
C 2.696 1.501 -0.328 1.4 1.2 1.1
N 2.497 1.098 -1.727 -2.6 -3.4 -7.1
N 2.204 0.597 -2.739 2.4 3.9 7.7
C 4.106 2.068 -0.212 1.2 0.4 -1.3
C 4.568 3.037 0.703 -1.0 0.9 0.7
C 5.938 3.209 0.922 0.4 0.2 -0.4
C 6.874 2.571 0.088 -0.4 -0.2 0.2
C 6.410 1.821 -1.001 0.1 0.4 -0.1
C 5.050 1.595 -1.151 -0.3 -0.1 0.0
C 1.626 2.487 0.055 -2.1 0.0 -1.3
C 1.563 3.164 1.270 0.5 0.5 0.8
C 0.642 4.208 1.480 0.0 -0.4 -0.5
C -0.338 4.473 0.518 0.0 -0.1 0.0
C -0.367 3.749 -0.678 0.6 -0.6 0.0
C 0.602 2.755 -0.896 0.1 0.7 0.1
H 3.880 3.780 1.223 0.9 -1.6 -0.5
H 6.272 3.917 1.709 -0.3 -0.6 -0.7
H 7.946 2.672 0.253 -0.3 0.1 0.0
H 7.095 1.449 -1.772 -0.2 0.1 0.5
H 4.691 1.105 -2.072 0.5 -0.1 0.7
H 2.267 2.922 2.079 -0.4 0.3 -0.6
H 0.726 4.839 2.372 -0.2 -0.5 -0.3
H -1.096 5.231 0.695 0.3 0.0 0.0
H -1.082 3.971 -1.482 0.2 -0.1 0.6
H 0.607 2.271 -1.879 -0.2 0.3 0.5
```
Forces are in eV/Å.

Output
<S²> = 3.810
Spin multiplicity = 4
Kohn-Sham gap (spin up / spin down) = 5.51 / 5.86 eV
Charge = +2
E = -76295.6666 eV
E_LUMO (spin up / spin down) = -0.258 / -0.294 Ha
HOMO level (spin up / spin down) = -12.52 / -13.87 eV

Okay, here come the Mulliken numbers, in e, for every atom:
1. O -0.23
2. C 0.41
3. Cr -0.31
4. C 0.52
5. O -0.28
6. C 0.46
7. O -0.25
8. C -0.62
9. C -0.76
10. C -0.36
11. C 0.56
12. C -0.06
13. C -0.98
14. C 0.84
15. C 1.23
16. C 0.01
17. C -0.83
18. C -0.84
19. C -1.22
20. C -0.12
21. C 1.04
22. C -0.63
23. C -0.69
24. C -0.57
25. C -1.09
26. C -0.18
27. C -0.47
28. C -0.64
29. H 0.49
30. H 0.60
31. H 0.59
32. H 0.18
33. H 0.44
34. H 0.43
35. H 0.48
36. H 0.60
37. H 0.36
38. H 0.42
39. H 0.41
40. H 0.46
41. H 0.95
42. H 0.65
43. H 0.59
44. C 1.84
45. N 0.56
46. N -0.77
47. C -0.13
48. C 0.11
49. C -0.80
50. C -0.72
51. C -0.74
52. C -0.39
53. C 0.70
54. C 0.28
55. C -1.58
56. C -0.61
57. C -0.98
58. C -0.60
59. H 0.33
60. H 0.46
61. H 0.46
62. H 0.45
63. H 0.43
64. H 0.39
65. H 0.47
66. H 0.44
67. H 0.47
68. H 0.34



3.
The following is a quantum chemistry calculation of a 6-piece molecular cluster, C30H20BF4O20 overall at a distorted geometry, from the Open Molecules 2025 dataset.

XYZ file:
```
75
Properties=species:S:1:pos:R:3:forces:R:3
B 0.330 0.094 0.195 -0.6 1.8 1.3
F -0.895 -0.058 -0.378 -1.2 -0.6 -1.1
F 0.568 -0.945 1.096 0.3 -1.2 0.4
F 1.332 0.213 -0.718 0.9 0.1 -0.7
F 0.225 1.274 1.010 0.4 0.2 -0.2
C 5.450 5.077 -2.712 4.9 -1.9 3.5
C 6.148 4.164 -1.651 1.7 5.9 -6.2
C 5.486 3.076 -1.099 -5.4 -1.5 -0.1
O 6.037 2.288 -0.398 1.8 -1.6 1.5
C 4.031 2.909 -1.410 -3.2 4.5 -2.8
C 3.232 3.974 -2.276 4.0 -4.5 3.8
C 4.054 5.005 -2.921 -2.7 2.6 -3.4
O 3.492 5.786 -3.777 1.7 -2.3 2.7
O 1.926 3.932 -2.488 0.6 -3.4 2.4
O 7.510 4.224 -1.465 -2.0 2.4 -1.5
H 5.974 5.880 -3.370 -0.7 -1.7 1.7
H 3.432 2.203 -0.817 0.4 0.1 -0.4
H 1.770 3.039 -1.926 -0.7 2.6 -1.9
H 7.976 3.503 -1.071 -0.6 -1.3 0.8
C 5.052 -1.804 3.062 -5.8 3.2 -2.2
C 3.558 -1.842 2.722 6.7 4.3 0.0
C 2.817 -3.106 2.804 2.7 -1.0 1.8
O 1.697 -3.172 2.467 -3.9 0.2 -1.4
C 3.492 -4.276 3.349 5.6 -1.7 1.8
C 4.963 -4.252 3.633 -3.8 0.7 -2.0
C 5.762 -2.941 3.460 -2.4 -0.6 0.2
O 6.928 -2.854 3.694 2.7 -1.2 0.6
O 5.685 -5.332 3.870 2.2 -0.7 0.0
O 2.975 -0.651 2.225 1.5 -4.2 1.5
H 5.668 -0.821 2.922 -1.5 -2.0 0.3
H 2.957 -5.253 3.539 0.5 1.5 -0.5
H 6.730 -5.252 3.745 -3.3 0.8 0.5
H 2.157 -1.017 1.842 -0.9 0.7 -0.3
C -6.091 -1.756 -3.354 -3.6 -4.1 1.0
C -5.982 -2.761 -2.347 -0.8 3.3 -3.7
C -4.754 -2.801 -1.578 4.2 -3.0 4.8
O -4.608 -3.596 -0.496 -1.7 3.3 -5.2
C -3.566 -2.052 -2.037 -1.0 3.1 -3.2
C -3.734 -0.997 -3.119 1.9 -3.3 4.1
C -5.101 -0.922 -3.847 3.7 2.5 1.4
O -5.213 -0.017 -4.638 -0.7 -0.1 -0.9
O -2.728 -0.100 -3.391 -3.5 -1.4 -1.2
O -6.950 -3.646 -2.160 1.4 -0.9 1.6
H -7.009 -1.722 -4.022 1.0 -0.2 1.2
H -2.573 -2.236 -1.558 -1.2 0.4 -0.2
H -2.056 -0.243 -2.756 1.5 -0.2 1.4
H -6.528 -4.267 -1.481 -1.0 0.7 -0.7
C -3.579 6.917 0.621 0.2 2.4 -6.4
C -3.303 6.791 -0.883 -2.0 2.7 4.4
C -2.622 5.598 -1.462 -1.1 -0.2 3.4
O -2.548 5.465 -2.638 0.6 -0.2 -2.1
C -2.156 4.690 -0.413 1.6 -1.7 5.9
C -2.397 4.820 1.123 4.1 -0.1 -4.1
C -3.185 5.983 1.605 -1.1 -0.9 1.6
O -3.547 6.111 2.777 0.8 -0.2 -1.1
O -1.501 4.333 2.142 -3.8 1.6 -2.5
O -3.738 7.776 -1.761 0.0 -0.9 3.3
H -4.042 7.849 1.055 0.3 -1.2 -1.0
H -1.298 3.978 -0.655 -1.6 0.8 0.1
H -0.940 3.727 1.697 1.2 -1.4 -0.6
H -3.507 7.639 -2.666 0.6 -1.0 -1.0
C -2.554 -5.794 2.257 2.9 -0.7 -8.2
C -2.134 -6.121 0.772 -2.0 -0.9 7.2
C -1.215 -5.256 0.022 0.6 3.8 0.7
O -0.878 -5.508 -1.120 0.1 -1.0 0.0
C -0.807 -3.976 0.717 -0.7 2.1 3.5
C -1.455 -3.542 2.038 4.2 -2.1 -5.9
C -2.332 -4.479 2.780 -1.5 0.9 0.4
O -2.936 -4.056 3.756 0.4 -0.4 0.0
O -1.086 -2.470 2.664 -11.1 -11.8 9.1
O -2.374 -7.370 0.245 -2.0 2.3 3.3
H -3.168 -6.477 2.714 -1.3 -1.4 1.1
H 0.076 -3.248 0.337 -2.5 -2.0 0.6
H -0.640 -1.930 2.312 10.4 11.9 -8.8
H -1.725 -7.394 -0.392 2.3 -0.6 -3.3
```
Forces are in eV/Å.

Output
Relative energy (zero: lowest compared OMol25 entry of this formula, charge and spin) = 45.1 kcal/mol
Kohn-Sham gap = 5.87 eV
Charge = -1
E = -83922.2406 eV
E_LUMO = -0.019 Ha
HOMO level = -6.40 eV

Okay, here come the Mulliken numbers, in e, for every atom:
1. B 0.28
2. F -0.30
3. F -0.22
4. F -0.33
5. F -0.39
6. C -0.62
7. C 0.22
8. C 0.58
9. O -0.58
10. C -0.69
11. C 0.52
12. C 0.61
13. O -0.61
14. O -0.42
15. O -0.52
16. H 0.31
17. H 0.46
18. H 0.35
19. H 0.35
20. C -0.55
21. C 0.35
22. C 0.63
23. O -0.28
24. C -0.97
25. C 0.46
26. C 0.60
27. O -0.60
28. O -0.56
29. O -0.48
30. H 0.30
31. H 0.34
32. H 0.38
33. H 0.34
34. C -0.72
35. C 0.39
36. C 0.79
37. O -0.65
38. C -0.59
39. C 0.51
40. C 0.46
41. O -0.56
42. O -0.47
43. O -0.54
44. H 0.28
45. H 0.41
46. H 0.29
47. H 0.37
48. C -0.66
49. C 0.42
50. C 0.74
51. O -0.56
52. C -0.47
53. C 0.53
54. C 0.35
55. O -0.56
56. O -0.41
57. O -0.51
58. H 0.31
59. H 0.16
60. H 0.31
61. H 0.34
62. C -1.01
63. C 0.29
64. C 0.60
65. O -0.68
66. C -0.03
67. C 0.56
68. C 0.49
69. O -0.57
70. O -0.30
71. O -0.51
72. H 0.50
73. H 0.08
74. H 0.31
75. H 0.34